1.
{"formula": "C5H10BrFO2", "method": "wB97M-V/def2-TZVPD", "total_charge": 0, "energy_ha": -3020.78876, "spin_multiplicity": 1, "smiles": "CC(C)O[C@@H](O)[C@@H](F)Br", "symbols": ["C", "C", "C", "O", "C", "O", "C", "F", "Br", "H", "H", "H", "H", "H", "H", "H", "H", "H", "H"], "coordinates": [[1.307, -1.594, -1.239], [0.812, -0.638, -0.019], [1.983, 0.042, 0.644], [-0.214, 0.116, -0.446], [-0.887, 0.806, 0.515], [-0.668, 2.159, 0.667], [-2.736, 0.742, 0.095], [-3.014, 0.922, -1.253], [-3.590, -0.920, 0.568], [0.517, -2.396, -1.565], [1.482, -0.939, -2.174], [2.234, -2.127, -0.819], [0.481, -1.282, 0.724], [1.782, 0.570, 1.572], [2.541, 0.795, -0.002], [2.743, -0.753, 0.714], [-0.793, 0.321, 1.544], [-0.723, 2.680, -0.113], [-3.257, 1.497, 0.588]], "forces_ev_per_angstrom": [[-0.624, 0.290, 0.253], [3.024, -2.358, -1.644], [2.035, 1.093, -1.737], [-2.162, 2.501, -1.180], [-4.247, -0.385, 0.339], [0.867, -0.752, 1.519], [2.946, -1.486, -1.018], [0.886, 0.101, 0.556], [0.298, -0.154, 0.253], [1.340, 1.582, 0.916], [0.174, -1.092, 1.569], [-1.265, 0.755, -1.183], [-1.033, -1.659, 1.493], [-0.151, -0.360, 0.230], [-1.006, -0.653, 0.389], [-0.267, 0.326, 0.817], [-0.209, 0.679, -1.295], [-0.142, 0.245, -1.421], [-0.463, 1.329, 1.145]], "mulliken_charge": [-1.136, 0.343, -1.274, -0.312, -0.093, -0.501, 0.004, -0.249, -0.172, 0.281, 0.290, 0.346, 0.362, 0.348, 0.293, 0.387, 0.402, 0.339, 0.342]}

2.
{"formula": "C5H10BrN", "method": "wB97M-V/def2-TZVPD", "total_charge": 0, "energy_ha": -2825.04459, "spin_multiplicity": 3, "symbols": ["C", "C", "C", "C", "C", "N", "Br", "H", "H", "H", "H", "H", "H", "H", "H", "H", "H"], "coordinates": [[-0.756, 0.340, -0.034], [1.277, -0.628, -0.859], [1.344, 0.480, 1.457], [-2.300, -0.543, -0.432], [0.529, -0.364, 0.408], [-1.047, 1.517, -0.244], [-2.544, -0.397, -2.445], [1.623, 0.333, -1.317], [0.525, -1.023, -1.503], [2.127, -1.405, -0.675], [1.169, 1.600, 1.302], [1.025, 0.266, 2.545], [2.353, 0.285, 1.290], [-2.922, 0.104, 0.070], [-2.321, -1.577, -0.176], [0.265, -1.274, 0.793], [-0.347, 2.287, -0.180]], "forces_ev_per_angstrom": [[-3.242, -6.326, 1.120], [2.071, -0.328, -0.153], [-3.095, 1.029, 0.803], [4.598, 1.160, -1.138], [0.212, 3.118, -0.160], [1.884, 5.189, 0.263], [-0.251, -0.147, 0.487], [0.119, -0.910, 0.338], [-0.039, -0.653, -0.949], [-1.227, 1.486, -0.566], [0.308, -1.501, 0.142], [0.582, 0.208, -1.743], [1.801, -0.340, 0.089], [-1.816, 1.001, 0.650], [0.308, -0.512, 0.305], [-0.749, -2.283, 1.294], [-1.465, -0.191, -0.781]], "mulliken_spin": [0.564, 0.053, 0.012, 0.211, 0.057, 0.863, 0.142, 0.004, -0.017, 0.006, 0.001, -0.005, 0.002, 0.011, 0.002, 0.024, 0.069]}

3.
{"formula": "C5H10BrN3", "method": "wB97M-V/def2-TZVPD", "total_charge": 2, "energy_ha": -2934.01876, "spin_multiplicity": 1, "symbols": ["C", "C", "C", "C", "C", "N", "N", "N", "Br", "H", "H", "H", "H", "H", "H", "H", "H", "H", "H"], "coordinates": [[2.338, -2.270, 0.199], [0.045, -2.894, 0.465], [0.008, -0.651, -0.152], [-0.806, 0.528, -0.504], [-0.201, 1.799, 0.104], [1.293, -2.959, 0.335], [-0.653, -1.775, 0.210], [-0.943, 3.066, -0.441], [3.281, -1.467, 1.643], [3.068, -2.399, -0.673], [-0.351, -3.875, 0.919], [-1.979, 0.566, -0.334], [-0.510, 0.418, -1.750], [-0.536, 1.731, 1.150], [0.934, 1.804, -0.079], [-1.687, -1.878, 0.236], [-0.427, 3.890, -0.012], [-1.813, 3.132, 0.166], [-1.063, 3.235, -1.484]], "forces_ev_per_angstrom": [[3.025, -0.312, -0.162], [0.951, -3.957, 1.822], [-0.569, -0.432, 0.652], [-1.064, -0.200, -2.767], [0.272, -0.656, -1.170], [0.244, 0.838, -0.188], [-1.547, 2.135, -1.061], [0.634, 1.018, 2.226], [-0.932, -0.330, -0.753], [-1.542, 0.292, 0.822], [-0.420, 1.849, -1.018], [2.136, -0.525, -0.504], [-1.079, 0.555, 3.059], [0.859, 0.571, -0.127], [-1.841, 0.515, 0.485], [0.717, 0.169, 0.047], [-0.308, -0.816, -1.113], [0.493, -0.186, -1.794], [-0.029, -0.529, 1.546]], "mulliken_charge": [0.001, 0.204, -0.636, -0.229, -0.572, -0.035, 0.018, -0.383, 0.103, 0.346, 0.384, 0.310, 0.310, 0.318, 0.370, 0.306, 0.404, 0.411, 0.369]}